74
Properties=species:S:1:pos:R:3 method="wB97M-V/def2-TZVPD" multiplicity=1 e_lumo_ev=-3.5 e_above_lowest_kcal_mol=0.00 total_charge=+1 e_tot_ev=-35291.62005
O -1.64889 -3.95186 6.38679
B -1.00300 -2.71415 6.24264
O -0.62942 -1.97476 7.38708
N -0.70849 -2.08718 4.91224
C 0.19437 -1.04725 4.88722
N 0.24059 -0.64768 3.58818
C -0.61035 -1.40641 2.77257
C -1.25023 -2.36734 3.63791
C -2.31809 -3.43378 3.28670
C -3.79907 -2.83209 3.13654
C -3.88424 -1.29361 3.34551
C -3.71692 -0.59064 4.60921
C -3.78696 0.86052 4.77682
C -4.03589 1.67731 3.59428
C -4.24410 0.99866 2.31592
C -4.18174 -0.46182 2.15928
H -2.61104 -3.78407 6.38387
H -1.43825 -1.62586 7.81323
H 0.75769 -0.62606 5.74255
H 0.80991 0.13387 3.26049
H -0.77271 -1.28376 1.68450
H -2.02045 -3.94719 2.32863
H -2.36968 -4.25784 4.05222
H -4.10127 -3.03923 2.07015
H -4.53374 -3.38990 3.78448
H -3.50150 -1.21594 5.51924
H -3.61544 1.26357 5.79990
H -4.05455 2.78470 3.72869
H -4.44768 1.63947 1.42985
H -4.36061 -0.90540 1.14632
C 0.97640 -3.46372 0.06522
C 1.29795 -2.33291 -0.90341
N 2.68692 -1.90842 -0.86344
C 2.92748 -0.65703 -1.57376
C 2.69738 -0.63952 -3.08525
C 3.68382 -2.95187 -1.08046
C 3.61440 -3.74240 -2.38902
H 1.26553 -3.20148 1.08666
H -0.09958 -3.65997 0.06019
H 1.47585 -4.39405 -0.21008
H 0.66641 -1.48101 -0.62423
H 0.98891 -2.63360 -1.91359
H 3.94716 -0.31720 -1.36846
H 2.28338 0.10940 -1.12614
H 3.49759 -1.14930 -3.62130
H 2.68633 0.39379 -3.44257
H 1.74417 -1.08993 -3.36824
H 3.61657 -3.66362 -0.25177
H 4.68322 -2.51987 -0.98098
H 2.59674 -4.04378 -2.64458
H 4.20908 -4.65451 -2.29591
H 4.02980 -3.17873 -3.22348
C 0.08977 2.50200 -2.21119
C 0.70585 2.81630 -3.56848
N 0.02233 3.87558 -4.29077
C 0.43217 3.97991 -5.68674
C 1.88299 4.36809 -5.97681
C -0.11959 5.14399 -3.58636
C 1.15669 5.83894 -3.10492
H -0.97374 2.27041 -2.30549
H 0.58569 1.63153 -1.77345
H 0.20582 3.32966 -1.50781
H 0.65114 1.89834 -4.16280
H 1.77394 3.03838 -3.43057
H -0.23036 4.68034 -6.20430
H 0.24066 3.01185 -6.16331
H 2.06135 5.42855 -5.79851
H 2.10882 4.18297 -7.03008
H 2.59595 3.78960 -5.38650
H -0.76320 4.97925 -2.71638
H -0.68694 5.83983 -4.21041
H 1.85907 5.14826 -2.63413
H 0.90041 6.59831 -2.36134
H 1.66737 6.35339 -3.91808

77
Properties=species:S:1:pos:R:3 method="wB97M-V/def2-TZVPD" multiplicity=1 e_lumo_ev=-2.5 e_above_lowest_kcal_mol=30.53 total_charge=+1 e_tot_ev=-61114.92343
C -1.19203 2.97723 5.58544
C -0.20182 2.33284 4.58046
C 0.47490 3.46196 3.78202
O 1.57645 3.05794 2.96251
C 1.26449 2.60802 1.65040
C 2.34952 1.54661 1.33417
C 3.57599 2.14232 0.59698
C 3.23455 2.65350 -0.79638
F 3.32750 1.60997 -1.71671
N 1.91976 0.35493 0.54779
C 0.58766 -0.14749 1.02876
Cl 0.61744 -0.50537 2.77519
C 0.23533 -1.45621 0.30423
C 0.05675 -1.33621 -1.24345
C -1.41688 -1.65397 -1.59315
C -1.66414 -3.17292 -1.30890
O -2.75034 -3.68981 -2.08699
C -2.29258 -4.16067 -3.29661
O -1.56843 -5.04383 -3.40271
C -0.37224 1.01289 0.68153
N -0.13101 2.25694 1.40690
C -0.87342 3.31078 0.67678
C -2.31339 3.41113 1.29596
C -2.66116 4.84598 1.78387
I -4.21353 5.68008 0.53797
H -1.79399 2.16164 5.99849
H -1.88605 3.61609 5.02462
H -0.67503 3.53658 6.36764
H 0.54018 1.71221 5.08873
H -0.81258 1.75333 3.88281
H 0.91969 4.10398 4.55660
H -0.26033 4.10349 3.28048
H 1.49331 3.47275 1.00095
H 2.74837 1.19333 2.28866
H 4.11412 2.85888 1.21968
H 4.26415 1.29139 0.46398
H 2.27933 3.18338 -0.87880
H 4.00606 3.37698 -1.08535
H 2.60839 -0.38849 0.70998
H 1.80537 0.50732 -0.46179
H 1.08285 -2.13755 0.48190
H -0.61543 -1.90104 0.82238
H 0.39265 -0.38211 -1.67051
H 0.65362 -2.12457 -1.71429
H -2.12077 -1.11611 -0.94844
H -1.64324 -1.49305 -2.65188
H -0.74278 -3.75876 -1.38617
H -1.98149 -3.24767 -0.26565
H -2.68068 -3.64060 -4.19051
H -0.28768 1.11310 -0.41974
H -1.39446 0.64830 0.84947
H -0.42894 4.29986 0.82517
H -0.91497 3.13760 -0.40863
H -3.06957 3.01582 0.61474
H -2.32532 2.77836 2.19231
H -1.80407 5.52205 1.77117
H -3.01792 4.80964 2.81440
C -3.03062 -6.93515 -0.84089
C -2.66708 -6.30260 0.47665
O -1.71324 -5.55912 0.58301
C -3.53911 -6.63306 1.66189
H -2.32426 -6.61470 -1.60337
H -2.98828 -8.02239 -0.75564
H -4.03431 -6.62586 -1.13780
H -3.51781 -7.70706 1.85214
H -4.56438 -6.31167 1.47140
H -3.16554 -6.11320 2.54268
C 3.93741 0.49017 -4.22909
C 3.05544 -0.07007 -5.31815
O 2.08202 -0.74021 -5.05004
C 3.43460 0.23885 -6.74436
H 3.54407 0.18645 -3.26737
H 4.95283 0.10325 -4.33275
H 3.94777 1.57959 -4.28017
H 4.42728 -0.15895 -6.96101
H 3.42495 1.31778 -6.90805
H 2.71612 -0.22483 -7.41750

81
Properties=species:S:1:pos:R:3 method="wB97M-V/def2-TZVPD" multiplicity=1 e_lumo_ev=-3.0 total_charge=+1 e_tot_ev=-79038.86465
C 5.65752 2.57469 1.41366
C 4.73946 1.33714 1.07855
C 3.77224 1.79371 -0.09931
N 2.72030 0.77100 -0.31474
C 2.53708 0.36583 -1.71154
C 2.27766 1.55210 -2.71906
O 1.63260 2.67819 -2.15899
O 0.28163 2.42899 -1.97974
C 1.17160 -0.49207 -1.71558
C 1.31548 -1.84956 -0.92080
C 0.00535 -2.74108 -1.01776
C -1.17665 -2.16369 -0.13555
C -2.51119 -2.35900 -0.94388
C -3.79975 -1.86101 -0.19876
C -3.73117 -0.34298 0.22853
C -4.34938 0.61992 -0.85999
C -3.63142 2.01783 -0.72446
S -4.12254 3.10855 -2.15040
C -2.93641 2.60136 -3.41554
N -2.54299 3.21041 -4.52152
N -1.59917 2.38967 -5.09877
C -1.47642 1.33766 -4.31112
O -2.30486 1.37871 -3.21182
N 2.44063 -2.69379 -1.45921
C 3.74953 -1.96297 -1.33455
C 3.64722 -0.67811 -2.23941
C 5.04178 -0.04284 -2.53054
C 5.94789 -0.95342 -3.43986
O 5.51439 -1.54092 -4.36482
Cl 7.70945 -1.03334 -3.02266
H 5.03350 3.50733 1.38660
H 6.51806 2.62626 0.70768
H 6.04427 2.51623 2.46622
H 5.30277 0.40514 0.82509
H 4.05572 1.19013 1.96139
H 4.32659 2.10974 -1.01355
H 3.25376 2.70922 0.30173
H 2.85321 -0.01745 0.31277
H 1.58391 1.14460 -3.51206
H 3.17586 1.92266 -3.26135
H 0.02078 3.09546 -1.31410
H 0.36351 0.08267 -1.20989
H 0.89210 -0.80258 -2.76328
H 1.47638 -1.67652 0.17509
H -0.27889 -2.77228 -2.10850
H 0.21612 -3.79353 -0.67620
H -0.96417 -1.10353 0.14475
H -1.20127 -2.75010 0.82280
H -2.38624 -1.90864 -1.96784
H -2.63844 -3.46633 -1.11753
H -3.98157 -2.50156 0.70125
H -4.65132 -1.95444 -0.92914
H -4.27782 -0.26187 1.20691
H -2.68173 -0.01063 0.43119
H -4.32541 0.21270 -1.89787
H -5.42724 0.76868 -0.57031
H -3.82880 2.50380 0.25838
H -2.52266 1.82763 -0.76453
H -0.77869 0.49977 -4.47717
H 2.45871 -3.60159 -0.97130
H 2.21909 -2.87130 -2.45178
H 3.98738 -1.73165 -0.26677
H 4.52063 -2.64116 -1.79191
H 3.24424 -1.04324 -3.23205
H 5.02610 0.97762 -2.97470
H 5.60089 0.04623 -1.55552
O -1.95625 -1.02626 5.52078
S -3.30692 -1.07437 5.04282
O -3.64962 -0.64124 3.71859
O -4.25882 -0.32955 6.09415
C -3.93538 1.01578 6.47485
C -4.32170 2.01445 5.40050
C -3.94556 -2.70182 5.28769
H -2.87611 1.09782 6.72925
H -4.50215 1.22655 7.38197
H -3.70863 1.88764 4.50671
H -4.18707 3.03556 5.76035
H -5.36216 1.87626 5.10150
H -3.72870 -3.01633 6.30625
H -3.45208 -3.36268 4.57644
H -5.01809 -2.69027 5.10330

Number 1: molecular weight 419.4 g mol⁻¹. Number 2: molecular weight 610.0 g mol⁻¹. Number 3: molecular weight 588.2 g mol⁻¹.